(1)
This record from OMol25 describes a cluster of 8 separate species, C38H97ClN7O16 in total. The level of theory is the ωB97M-V functional and the def2-TZVPD basis.

```
159
Properties=species:S:1:pos:R:3:forces:R:3
Cl -29.518730 -35.203630 -17.341170 -0.08 0.73 0.93
O -28.099090 -35.337750 -17.040210 -0.02 -0.29 -1.68
O -29.837630 -33.827910 -17.670920 0.36 -0.16 -0.89
O -30.034670 -36.102010 -18.387910 1.10 0.71 0.93
O -30.144000 -35.459250 -16.080340 -1.39 -1.01 0.75
C -32.824990 -29.209540 -14.603250 -0.63 2.62 -0.24
O -31.507670 -28.749200 -14.375520 1.87 -2.37 -0.82
C -30.699440 -29.954280 -14.423710 -0.74 -1.84 0.98
C -29.212440 -29.949470 -14.531480 0.80 2.45 -0.52
N -28.767170 -28.670860 -13.904220 1.51 -1.43 -0.74
C -27.328820 -28.507400 -14.191120 0.19 -0.61 1.28
C -26.412740 -29.618170 -13.569230 0.36 1.23 -2.03
O -25.951230 -30.418840 -14.709660 -1.57 -0.45 1.10
C -25.202430 -31.551390 -14.320700 2.25 1.40 1.11
H -33.384030 -29.321960 -13.674300 0.08 -0.62 0.15
H -32.956810 -30.023120 -15.316550 0.25 -0.11 0.22
H -33.189380 -28.285390 -15.051870 -1.06 -0.25 -0.29
H -31.028340 -30.670830 -15.176360 -0.47 0.35 -0.46
H -30.918890 -30.501490 -13.506930 -0.23 -0.03 0.52
H -28.830620 -29.971390 -15.552180 -0.35 0.27 -0.27
H -28.683810 -30.789240 -14.080440 -0.62 -0.45 0.26
H -28.640740 -28.983790 -12.952280 -0.86 0.58 0.84
H -27.108260 -27.576370 -13.668990 0.53 0.23 -0.45
H -27.009990 -28.530720 -15.233190 -0.61 0.55 -0.16
H -26.864320 -30.155080 -12.735020 -0.08 -0.49 -0.18
H -25.601600 -28.998110 -13.187560 0.71 -0.60 0.28
H -24.306060 -31.081140 -13.916350 0.84 -0.10 0.24
H -24.775800 -32.158650 -15.119030 -1.07 -0.01 -0.32
H -25.492860 -32.107150 -13.429140 -1.13 -0.36 -0.43
C -27.943680 -30.723210 -22.892470 0.72 -0.65 -1.15
O -27.480730 -31.577750 -21.877470 1.12 0.64 0.71
C -27.249770 -32.933720 -22.267200 -1.97 -0.26 -0.71
C -26.102840 -33.712060 -21.634680 -1.51 1.12 -0.09
N -24.866560 -33.308530 -22.285350 0.61 -0.89 0.53
C -23.691220 -33.519310 -21.400670 0.46 -0.21 -0.04
C -23.609560 -34.880070 -20.644530 -0.38 -0.26 -0.21
O -23.434030 -36.051300 -21.448900 0.89 0.73 -2.34
C -22.278110 -36.008350 -22.381170 -0.46 -1.01 2.03
H -27.166200 -30.585600 -23.643930 0.37 -0.12 -0.32
H -28.163610 -29.693340 -22.611210 -0.33 -0.42 0.88
H -28.760230 -31.194720 -23.439310 -0.51 0.22 0.13
H -27.221220 -33.056490 -23.349880 0.72 0.51 -0.42
H -28.223480 -33.393590 -22.098310 0.06 -0.67 0.69
H -26.415670 -34.747020 -21.772830 0.62 -0.22 -0.10
H -26.140870 -33.504460 -20.565310 0.19 -0.02 0.30
H -24.974440 -32.307520 -22.365650 0.26 0.20 -0.27
H -23.606810 -32.625030 -20.783220 -0.16 -0.40 1.10
H -22.746290 -33.431820 -21.936900 -0.13 -0.13 -0.68
H -24.525000 -35.122520 -20.104810 -0.07 0.32 0.01
H -22.811310 -34.945030 -19.905160 0.27 0.85 0.13
H -21.408050 -36.222220 -21.760390 0.41 0.43 0.17
H -22.089770 -35.095110 -22.945620 -0.59 -0.08 -0.01
H -22.310940 -36.908400 -22.995120 -0.62 0.33 -0.32
C -32.316360 -36.567490 -8.424730 -0.26 -0.38 -1.52
O -32.855540 -37.194060 -9.638680 0.06 -0.35 0.96
C -32.054100 -37.248230 -10.817320 0.82 0.34 -0.42
C -32.659310 -38.044420 -12.003740 0.19 1.24 -0.32
N -32.207520 -39.414620 -12.197440 0.00 -0.62 0.65
C -30.800140 -39.575990 -12.675400 -0.97 -0.27 0.34
C -30.470390 -41.036700 -13.195200 1.35 2.05 1.20
O -29.057850 -41.059670 -13.528520 -0.41 0.34 -1.06
C -28.681970 -40.292630 -14.714930 -1.43 -0.27 0.59
H -31.346530 -36.970630 -8.133140 0.16 -0.08 -0.24
H -32.997100 -36.736820 -7.590450 -0.25 -0.27 -0.36
H -32.251290 -35.487820 -8.559510 0.19 0.12 -0.14
H -31.047220 -37.644090 -10.684780 0.09 -0.53 0.79
H -31.797510 -36.234820 -11.125950 -0.52 0.39 -0.30
H -32.460230 -37.563890 -12.961640 0.75 1.00 0.07
H -33.736090 -37.875530 -12.014660 -0.32 -0.94 0.61
H -32.912460 -39.834260 -12.786570 0.41 -0.40 -0.30
H -30.164350 -39.237520 -11.857280 0.19 -0.84 0.35
H -30.493910 -38.838360 -13.417170 -0.59 0.01 -0.71
H -31.179850 -41.284090 -13.984870 0.30 -0.16 -0.46
H -30.519960 -41.779220 -12.398760 -0.38 0.15 0.01
H -29.212470 -40.698990 -15.576050 0.38 -0.45 -0.29
H -27.599080 -40.282930 -14.838940 -0.24 -0.21 0.17
H -29.081150 -39.278940 -14.680660 0.46 0.21 0.31
C -26.367180 -25.748430 -6.096960 -1.10 -0.39 -0.61
O -27.503750 -25.782050 -6.996890 0.42 1.28 0.61
C -27.319400 -26.496410 -8.198080 0.40 -1.41 1.54
C -27.125270 -27.977570 -7.732770 0.25 -1.60 -2.28
N -27.751590 -28.978950 -8.651040 0.51 0.69 -0.07
C -27.479630 -30.343660 -8.248650 -0.55 -0.01 0.17
C -28.310340 -31.345210 -9.051750 0.66 0.18 -0.21
O -27.620770 -31.777850 -10.193950 -0.22 0.32 0.27
C -28.341700 -32.754500 -10.906300 1.89 -0.88 -0.47
H -25.985880 -26.751510 -5.905760 -0.19 -0.15 0.24
H -26.788580 -25.312840 -5.191000 0.37 -0.03 0.01
H -25.498220 -25.192280 -6.448680 -0.21 0.46 -0.35
H -26.472610 -26.076420 -8.740910 0.28 -0.33 -0.15
H -28.189780 -26.393040 -8.846030 -0.18 0.03 0.34
H -27.339530 -28.222950 -6.692590 -0.86 0.72 0.31
H -26.080760 -28.287110 -7.768340 0.42 0.38 -0.24
H -28.753910 -28.907000 -8.752460 -0.11 0.57 0.24
H -27.763480 -30.470340 -7.203910 -0.06 -0.18 0.52
H -26.408830 -30.544070 -8.285260 0.03 -0.19 -0.34
H -29.224360 -30.882370 -9.423840 -0.47 0.18 0.44
H -28.547670 -32.227240 -8.456940 -0.20 -0.02 0.32
H -27.564870 -32.992690 -11.632860 -0.83 -0.08 -1.01
H -29.326760 -32.500700 -11.297890 0.14 0.47 -0.11
H -28.405090 -33.709850 -10.385370 -0.38 0.01 0.73
C -37.779320 -27.485400 -11.975180 0.89 -0.51 0.30
O -37.849630 -28.864430 -12.325950 -0.58 -0.07 -0.06
C -38.660890 -29.719770 -11.524940 0.16 0.02 1.05
C -38.105610 -30.094750 -10.078030 0.18 -0.39 -1.01
N -36.819640 -30.824700 -10.161080 0.19 0.70 -1.65
C -36.702880 -32.262480 -10.454710 0.18 0.05 2.84
C -36.568810 -32.774780 -11.815470 -1.82 0.55 -1.58
O -35.285960 -32.669900 -12.338210 0.28 0.36 -0.38
C -35.256830 -32.862230 -13.757710 0.76 -0.93 0.82
H -38.692810 -27.017640 -11.607970 -0.28 -0.43 0.20
H -37.468260 -26.899610 -12.840160 0.03 -0.34 -0.18
H -36.974010 -27.441600 -11.241940 -0.14 0.66 0.32
H -38.729390 -30.626740 -12.125610 -0.10 -0.08 0.17
H -39.666370 -29.313500 -11.415090 -0.19 0.24 -0.04
H -38.854460 -30.634860 -9.498720 -0.19 -0.26 -0.21
H -37.877610 -29.212270 -9.480240 -0.18 0.30 -0.22
H -36.536940 -30.451460 -11.055990 1.30 0.73 0.01
H -37.551240 -32.712800 -9.939350 0.17 -0.61 0.03
H -35.749100 -32.579110 -10.032620 -0.12 -0.15 0.94
H -37.276940 -32.149160 -12.358830 -0.12 -0.05 -1.03
H -36.981260 -33.783240 -11.846870 0.28 -0.44 -0.15
H -35.566140 -33.885740 -13.969460 -0.67 -0.03 -0.22
H -34.206160 -32.905510 -14.044620 -0.01 0.65 -0.03
H -35.832870 -32.118260 -14.307990 0.01 0.02 0.05
C -34.831620 -40.958690 -17.445750 0.08 -1.11 0.32
C -35.818650 -39.791480 -17.581320 3.13 -0.08 -1.32
C -36.906410 -39.807680 -16.630550 -0.23 -1.14 0.96
O -36.384560 -39.779530 -15.297160 0.00 0.33 -2.25
C -37.356890 -39.373500 -14.433270 -0.31 0.03 2.07
N -34.968820 -38.544910 -17.421600 -1.45 -1.17 -0.13
H -34.507870 -41.180770 -16.428910 -0.24 0.46 0.33
H -33.894770 -40.786130 -17.975490 -0.18 0.19 -0.37
H -35.200330 -41.924070 -17.792460 -0.33 0.00 -0.29
H -36.301910 -39.930580 -18.548390 0.22 0.65 -0.46
H -37.367150 -40.786230 -16.765670 -0.74 -0.01 0.08
H -37.599990 -39.005890 -16.883870 -0.17 0.22 0.54
H -37.582780 -38.307170 -14.436360 0.28 0.35 -0.18
H -36.900380 -39.656410 -13.484770 -0.73 0.29 0.55
H -38.320070 -39.865410 -14.568930 -0.07 -0.45 -0.03
H -35.165640 -38.394010 -16.442520 0.35 0.86 0.39
H -34.037860 -38.935340 -17.390260 0.41 0.62 -0.22
C -35.378260 -30.032930 -20.794350 -1.63 -0.01 -0.53
C -34.752060 -30.986160 -19.797210 1.18 -0.03 -1.50
C -34.917410 -32.494190 -20.172700 -1.00 0.87 -1.51
O -36.335070 -32.767950 -20.356660 0.96 -0.75 0.61
C -36.660420 -34.070250 -19.881820 -0.27 0.53 0.29
N -33.327300 -30.617920 -19.842670 0.24 -0.72 1.25
H -34.882900 -30.015780 -21.765140 0.09 -0.50 -0.08
H -35.434710 -28.976000 -20.533970 0.43 -0.09 0.75
H -36.423050 -30.309100 -20.936660 -0.07 -0.13 -0.31
H -35.210100 -30.801790 -18.825450 0.32 -0.08 0.23
H -34.331210 -33.209920 -19.596330 -0.64 0.13 1.24
H -34.469040 -32.740430 -21.135210 0.20 0.75 -0.59
H -36.429790 -34.077390 -18.816520 -0.12 -0.44 0.16
H -36.138950 -34.893420 -20.370250 0.35 0.12 -0.21
H -37.725680 -34.239800 -20.038600 -0.03 0.17 0.07
H -32.806220 -31.422470 -19.524440 0.52 0.05 0.46
H -32.973050 -30.468350 -20.776600 -0.47 0.10 -0.27
```
Positions in Å, forces in eV/Å.

## Properties
Relative energy (zero: lowest compared OMol25 entry of this formula, charge and spin): 0.000 eV
Total charge: -1
Frontier orbital gap: 7.8 eV

***

(2)
This record from OMol25 describes the ion C6H10N with charge +1. The level of theory is the ωB97M-V functional and the def2-TZVPD basis.

```
17
Properties=species:S:1:pos:R:3:forces:R:3
C -3.278241 -0.214390 0.337663 -0.28 0.38 0.76
C -1.960868 -0.273573 -0.403547 1.31 -0.54 -0.09
C -0.738881 0.099278 -0.102313 0.54 -0.20 0.53
N 0.474581 0.365666 0.108206 -1.39 0.27 -0.45
C 1.491713 1.380805 -0.130179 -0.78 1.08 0.61
C 1.884687 0.109933 0.576998 -0.79 1.65 0.03
C 2.428928 -1.022534 -0.210451 -0.52 2.80 -1.13
H -3.467748 0.824569 0.610401 0.12 0.00 0.30
H -3.381030 -0.843549 1.281245 0.55 0.66 -1.38
H -4.099933 -0.437999 -0.336786 0.16 -0.39 -0.07
H -1.892756 -0.764803 -1.394644 -0.33 0.11 0.45
H 1.216761 2.274413 0.424002 0.53 -0.15 0.57
H 1.787794 1.721988 -1.105115 0.03 -0.87 -0.73
H 2.028244 0.309670 1.633434 -0.15 -0.73 0.13
H 2.214115 -0.644296 -1.222955 -0.07 -1.11 -0.09
H 1.818339 -1.797797 0.112142 -0.30 -2.26 -0.02
H 3.474301 -1.087374 -0.178095 1.39 -0.66 0.59
```
Positions in Å, forces in eV/Å.

## Properties
SMILES string: CC=C=[N+]1C[C@@H]1C
Relative energy (zero: lowest compared OMol25 entry of this formula, charge and spin): 2.401 eV
Total charge: +1
Frontier orbital gap: 10.7 eV

***

(3)
This record from OMol25 describes a structure of composition C34H41ClN4P2Re. The level of theory is the ωB97M-V functional and the def2-TZVPD basis.

```
83
Properties=species:S:1:pos:R:3:forces:R:3
Re 0.383840 1.619469 -1.681676 -0.22 -1.34 5.42
C -1.240180 1.565357 -2.778330 -0.99 -0.13 -1.49
C -0.356286 0.409020 -3.080927 -0.94 -1.30 -1.67
C 0.489444 0.409600 -4.344978 -0.06 -0.62 -0.33
C 1.656440 1.400125 -4.295953 0.81 -0.04 -0.37
C 1.843041 2.063123 -2.932730 1.53 1.11 -0.92
C 1.005429 3.251454 -2.520278 0.75 0.71 -2.02
C -0.090208 3.762674 -3.435838 0.03 1.31 -0.22
C -1.252378 2.786501 -3.683213 -1.04 0.32 -0.22
C 0.230554 1.749772 0.371688 0.24 -0.44 0.61
H -2.226211 1.254249 -2.406318 0.49 0.08 0.32
H -0.829072 -0.566784 -2.910409 0.20 0.46 0.44
H -0.144087 0.635244 -5.214733 -0.01 -0.05 0.27
H 0.858593 -0.611302 -4.528673 -0.06 0.32 0.18
H 2.599757 0.874195 -4.514584 -0.38 0.18 0.00
H 1.530750 2.143802 -5.101498 0.14 -0.02 0.50
H 2.893565 2.098548 -2.596253 -0.56 -0.01 0.09
H 1.560432 4.016122 -1.968438 -0.18 -0.29 0.17
H 0.332392 4.125831 -4.381239 -0.03 -0.13 0.12
H -0.483427 4.662166 -2.939288 0.01 -0.21 -0.22
H -2.187619 3.316508 -3.437631 0.30 -0.12 -0.39
H -1.330080 2.475150 -4.739290 0.09 0.15 0.38
H -0.536289 2.498587 0.630277 0.14 0.07 -0.36
H 1.154410 2.028240 0.911398 -0.22 -0.27 -0.26
H -0.123118 0.773261 0.729833 0.19 0.05 0.03
P 1.911202 -1.278750 -0.328767 2.18 0.66 0.73
P -1.178281 -2.167452 -0.728271 0.65 1.84 -1.19
N 3.523586 -0.756150 -0.899272 -0.46 -0.61 -0.81
N 2.496860 -1.975322 1.171740 -0.21 0.05 0.52
N -3.741535 0.935561 -0.422506 0.11 -0.27 0.63
N -2.325559 -2.918268 0.204259 -1.27 -0.59 1.76
C 1.561072 -2.760534 -1.335489 -0.44 -0.24 -0.32
C 0.153239 -3.386398 -1.026680 0.30 -0.47 -0.19
C 4.182560 0.440882 -0.599427 0.91 -0.67 -0.60
C 5.515403 0.331371 -1.012986 -1.78 -0.74 0.18
C 5.665971 -0.972661 -1.590603 -1.01 -0.17 0.18
C 4.435282 -1.613224 -1.523107 0.76 1.12 0.41
C 3.101765 -1.203429 2.183690 -0.10 -0.84 0.14
C 3.826483 -2.044617 3.013056 -0.48 0.36 -0.77
C 3.688664 -3.373304 2.492399 -0.61 0.12 -0.54
C 2.857728 -3.303619 1.389175 0.46 0.19 0.34
C -3.516610 2.281603 -0.329392 -0.93 -1.48 -0.22
C -4.750748 2.996655 -0.358278 -2.02 -0.62 0.11
C -5.771067 2.019940 -0.404108 0.95 2.20 0.04
C -5.099053 0.755245 -0.401038 1.62 0.61 -0.26
C -3.707180 -2.639397 0.181423 0.35 -0.15 0.18
C -4.259481 -3.015881 1.381942 0.36 0.02 -0.34
C -3.191374 -3.498616 2.215765 0.59 0.12 -0.56
C -2.024046 -3.405847 1.486069 -0.92 -0.15 0.19
H 2.329732 -3.553293 -1.321234 -0.33 0.48 0.13
H 1.572300 -2.348964 -2.359150 -0.11 -0.14 0.19
H -0.210278 -3.843635 -1.970359 0.35 -0.30 0.54
H 0.215100 -4.155718 -0.235068 0.01 0.28 -0.44
H 3.650296 1.254674 -0.135000 0.05 0.02 0.13
H 6.278619 1.074580 -0.915316 0.13 0.23 0.05
H 6.573500 -1.400314 -1.994448 -0.14 0.10 -0.01
H 4.119521 -2.583352 -1.866634 0.21 0.00 0.05
H 2.939185 -0.133239 2.220078 0.15 -0.16 -0.03
H 4.407484 -1.749577 3.883499 -0.20 -0.04 -0.31
H 4.155184 -4.275699 2.875720 -0.22 0.24 -0.05
H 2.477998 -4.065324 0.716973 0.31 0.04 0.31
H -2.515466 2.702876 -0.210686 -0.35 -0.23 -0.21
H -4.839640 4.079136 -0.322301 -0.19 -0.32 -0.05
H -6.847370 2.171545 -0.464426 0.39 0.04 0.11
H -5.574551 -0.224360 -0.377280 0.34 0.21 -0.08
H -4.137821 -2.186848 -0.706138 0.08 -0.25 0.22
H -5.314911 -2.998249 1.647831 0.37 0.05 -0.16
H -3.291186 -3.903839 3.214928 0.06 0.11 -0.15
H -0.993740 -3.607550 1.732429 -0.07 -0.22 0.11
Cl -1.860911 3.377732 3.528974 -0.05 0.28 0.17
C -1.291148 1.997101 4.339718 -0.10 -0.33 0.39
C -0.683451 2.096195 5.577492 0.02 -0.08 -0.19
C -0.126450 0.952620 6.186576 -0.62 0.09 -0.97
C -0.160833 -0.293127 5.524744 -0.20 -0.17 -0.48
C -0.772866 -0.411877 4.282718 0.34 -0.15 0.79
C -1.433301 0.716239 3.684075 0.25 0.01 -0.78
C -2.121564 0.569501 2.495991 0.42 -0.43 1.24
H -0.624093 3.069068 6.047873 0.06 -0.07 0.06
H 0.337237 1.045079 7.161549 0.01 -0.03 -0.06
H 0.294579 -1.159344 5.998248 -0.08 0.16 -0.16
H -0.798529 -1.371687 3.756278 -0.04 0.33 0.22
H -2.085255 -0.382802 1.968008 -0.21 0.09 0.03
H -2.761940 1.353793 2.123838 0.09 0.07 -0.28
```
Positions in Å, forces in eV/Å.

## Properties
Relative energy (zero: lowest compared OMol25 entry of this formula, charge and spin): 0.000 eV
Total charge: +2
Multiplicity: 4
Frontier orbital gap (spin up / spin down): 4.1 / 4.2 eV

***

Number 1: strongest force on any atom 0.0661 Eh/bohr. Number 2: strongest force on any atom 0.0596 Eh/bohr. Number 3: strongest force on any atom 0.1087 Eh/bohr.